# 1
Here is a molecular structure, C39H47N7O2Pt in a non-equilibrium geometry from the Open Molecules 2025 dataset. Energies are from ωB97M-V with the def2-TZVPD basis set.

Last column: Löwdin spin population.
Element x y z (Å)
1 Pt -0.2038 -0.7401 0.0514  0.779
2 C 2.9996 -0.7994 -1.0375  0.007
3 N 2.0544 -1.0514 0.0382  0.040
4 C 2.5229 -1.5283 1.1348  0.004
5 C 1.6858 -1.8969 2.2341  0.001
6 C 2.0107 -2.4755 3.4740  0.001
7 C 0.7898 -2.6564 4.1313  0.000
8 C -0.1995 -2.1830 3.2406  0.002
9 N 0.3399 -1.7169 2.1095  0.013
10 C 3.0040 -1.9303 -2.0402  0.001
11 C 1.8974 -2.1622 -2.8527  0.000
12 C 1.8889 -3.2242 -3.7468  0.000
13 C 2.9866 -4.0737 -3.8414  0.000
14 C 4.0911 -3.8555 -3.0301  0.000
15 C 4.0945 -2.7879 -2.1368  0.000
16 H 4.0160 -0.6782 -0.6415  0.002
17 H 2.7157 0.1317 -1.5312  0.000
18 H 3.6035 -1.6780 1.2473  0.002
19 H 3.0038 -2.7202 3.8285  0.000
20 H 0.6301 -3.0822 5.1135  0.000
21 H -1.2744 -2.1667 3.3836  0.000
22 H 1.0209 -1.5351 -2.7435  0.000
23 H 1.0133 -3.3948 -4.3618  0.000
24 H 2.9778 -4.9030 -4.5384  0.000
25 H 4.9505 -4.5130 -3.0911  0.000
26 H 4.9544 -2.6241 -1.4958  0.000
27 C 1.0302 0.7385 -4.7599  0.000
28 C 0.8046 1.7642 -3.6733  0.000
29 C 0.9420 3.1229 -3.9564  -0.002
30 C 0.7662 4.0301 -2.9128  0.000
31 C 0.9077 5.5132 -3.1759  0.000
32 C 0.4563 3.6068 -1.6289  0.001
33 C 0.2775 2.2182 -1.2725  0.004
34 C 0.4855 1.3436 -2.3960  -0.003
35 N -0.0678 1.6410 -0.1039  0.066
36 C -0.2679 2.2916 1.2132  0.005
37 C 0.8989 1.8737 2.1341  -0.001
38 C 0.6830 2.3290 3.5843  0.000
39 C -0.6119 1.7193 4.1322  0.000
40 C -1.7958 2.1800 3.2712  0.000
41 C -1.9018 3.7040 3.3115  0.000
42 C -0.6054 4.2973 2.7609  0.001
43 C 0.5740 3.8550 3.6315  0.000
44 C -0.3693 3.8319 1.3131  0.002
45 C -1.5704 1.7247 1.8280  -0.002
46 H 1.1083 1.2190 -5.7366  0.000
47 H 0.2162 0.0094 -4.7986  0.000
48 H 1.9519 0.1766 -4.5861  0.000
49 H 1.1905 3.4603 -4.9584  0.000
50 H 1.1942 5.7059 -4.2117  0.000
51 H 1.6662 5.9571 -2.5258  0.000
52 H -0.0321 6.0376 -2.9821  0.000
53 H 0.3448 4.3851 -0.9006  0.000
54 H 0.3856 0.2855 -2.1766  -0.002
55 H 1.8252 2.3076 1.7348  0.000
56 H 0.9937 0.7895 2.0885  -0.001
57 H 1.5268 1.9934 4.1956  0.000
58 H -0.7613 2.0350 5.1725  0.000
59 H -0.5388 0.6288 4.1193  0.000
60 H -2.7214 1.7351 3.6542  0.000
61 H -2.0734 4.0523 4.3386  0.000
62 H -2.7516 4.0391 2.7032  0.000
63 H -0.6729 5.3904 2.7668  0.000
64 H 0.4319 4.2002 4.6635  0.000
65 H 1.4997 4.3083 3.2580  0.000
66 H 0.5681 4.2826 0.9876  0.000
67 H -1.1782 4.1986 0.6725  0.000
68 H -2.4139 2.0294 1.1892  0.000
69 H -1.4995 0.6375 1.7919  -0.001
70 C -5.3997 1.0932 -1.2202  0.001
71 N -4.4764 -0.0236 -1.1013  0.001
72 C -4.7537 -1.0558 -0.1179  0.001
73 C -3.3562 -1.4615 0.3473  0.002
74 O -3.1511 -2.3468 1.1351  0.000
75 N -2.4317 -0.6534 -0.3048  0.027
76 C -3.1197 0.1783 -1.0504  0.005
77 N -2.5632 1.1961 -1.6940  -0.001
78 H -6.3797 0.7201 -1.5127  0.000
79 H -5.0657 1.7924 -1.9813  0.000
80 H -5.4969 1.6374 -0.2749  0.000
81 H -5.2856 -1.9065 -0.5417  0.000
82 H -5.3248 -0.6675 0.7280  0.000
83 H -1.5420 1.2321 -1.6745  -0.001
84 H -2.9952 1.5085 -2.5475  0.000
85 O -0.3810 -3.0924 -0.9528  0.006
86 N -0.0973 -4.1421 -0.2951  0.001
87 C 1.1383 -4.6912 -0.4134  0.011
88 C 1.4756 -5.8294 0.2870  -0.001
89 C 0.5687 -6.4156 1.1518  0.013
90 C -0.6626 -5.8051 1.3055  0.000
91 C -0.9777 -4.6679 0.5918  0.011
92 H 1.7985 -4.1652 -1.0884  0.001
93 H 2.4671 -6.2387 0.1522  0.000
94 H 0.8219 -7.3095 1.7052  0.001
95 H -1.3933 -6.1910 2.0035  0.000
96 H -1.8861 -4.0982 0.7053  0.001

## Properties
Energy relative to the best compared isomer or geometry (same formula, charge and spin) ... 1.648 eV
E_HOMO (alpha / beta) ... -0.1028 / -0.1084 Eh
Multiplicity ... 2
Charge ... -1
Orbital gap (alpha / beta) ... 0.1878 / 0.1934 hartree
Energy ... -2167.4186 Eh
Strongest force on any atom ... 0.0216 hartree/bohr



# 2
Here is 2 unconnected molecules or ions with the total composition C10H14FNO3 in a non-equilibrium geometry from the Open Molecules 2025 dataset. Energies are from ωB97M-V with the def2-TZVPD basis set.

Last column: Mulliken charge in e.
Element x y z (Å)
1 C 3.1969 -1.7775 -1.8699  -0.141
2 C 3.0758 -0.5876 -2.1016  -0.089
3 O 3.0347 0.8100 -1.9926  -0.301
4 C 1.7228 1.2666 -2.3493  0.579
5 O 1.6352 1.8070 -3.4327  -0.456
6 O 0.6291 1.1602 -1.4993  -0.221
7 C -0.4920 0.4997 -2.1235  -0.589
8 C -0.8101 -0.8896 -1.3731  0.855
9 C -1.3796 -1.9922 -2.3713  -1.287
10 F 0.4409 -1.3811 -0.8302  -0.299
11 H 3.0927 -2.8354 -1.5068  0.359
12 H -0.3303 0.2421 -3.2101  0.384
13 H -1.4570 1.1026 -2.0809  0.338
14 H -1.4846 -0.7382 -0.4596  -0.177
15 H -2.0833 -1.4875 -3.1014  0.341
16 H -1.9644 -2.7984 -1.8263  0.338
17 H -0.4874 -2.4645 -2.8786  0.327
18 C -0.7672 2.1950 3.1646  -1.132
19 C -0.0466 0.9119 3.5646  -0.490
20 C -0.0553 -0.1457 2.4577  -0.012
21 C -1.4605 -0.5218 2.1225  0.215
22 N -2.5496 -0.8128 1.8618  -0.526
23 H -1.8258 2.0160 2.9624  0.362
24 H -0.7108 2.9293 3.9710  0.341
25 H -0.3157 2.6358 2.2712  0.269
26 H -0.5159 0.5078 4.4665  0.304
27 H 0.9891 1.1505 3.8206  0.315
28 H 0.4825 -1.0376 2.7858  0.324
29 H 0.4364 0.2351 1.5585  0.070

## Properties
Energy relative to the best compared isomer or geometry (same formula, charge and spin) ... 1.188 eV
E_HOMO ... -0.3713 Eh
Multiplicity ... 1
SMILES string ... C#COC(=O)OC[C@@H](C)F.CCCC#N
Charge ... 0
Orbital gap ... 0.3923 hartree
Energy ... -769.6271 Eh
Strongest force on any atom ... 0.0631 hartree/bohr



# 3
Here is 2 unconnected molecules or ions with the total composition C2H4ClPS3 in a non-equilibrium geometry from the Open Molecules 2025 dataset. Energies are from ωB97M-V with the def2-TZVPD basis set.

Last column: Löwdin spin population.
Element x y z (Å)
1 C 0.9683 -0.6014 -0.6828  0.018
2 C 0.8226 0.1516 0.6794  0.101
3 P -1.9481 -0.1610 -0.0024  0.402
4 S -3.6603 -1.0833 -0.0041  0.329
5 S -0.6845 -0.3229 -1.6751  0.147
6 S -0.6525 -0.5423 1.5935  0.155
7 Cl 0.0296 3.1264 0.0156  0.810
8 H 1.6028 0.0208 -1.2380  0.001
9 H 1.2541 -1.5787 -0.4497  0.005
10 H 1.7008 -0.2996 1.1992  0.003
11 H 0.5673 1.2905 0.5643  0.029

## Properties
Energy relative to the best compared isomer or geometry (same formula, charge and spin) ... 0.641 eV
E_HOMO (alpha / beta) ... -0.2891 / -0.3372 Eh
Multiplicity ... 3
Charge ... 0
Orbital gap (alpha / beta) ... 0.2901 / 0.1787 hartree
Energy ... -2074.6336 Eh
Strongest force on any atom ... 0.0923 hartree/bohr



# 4
Here is a molecular structure, C23H60NbO8 in a non-equilibrium geometry from the Open Molecules 2025 dataset. Energies are from ωB97M-V with the def2-TZVPD basis set.

Last column: Mulliken charge in e.
Element x y z (Å)
1 C 2.3338 4.5736 -0.6026  -1.501
2 C 1.7242 3.1781 -0.8247  0.050
3 C 2.5549 2.2462 -1.6965  -1.049
4 C 2.1370 2.2070 -3.1838  -0.471
5 C 3.2609 2.5451 -4.1653  -0.447
6 C 3.6607 4.0099 -4.0641  0.206
7 C 4.8365 4.4024 -4.9632  -1.665
8 Nb 5.2832 6.6373 -4.6377  -0.830
9 H 2.1644 4.8659 0.4318  0.403
10 H 3.4050 4.5947 -0.7538  0.350
11 H 1.8590 5.3364 -1.2047  0.294
12 H 0.7200 3.3096 -1.2202  0.142
13 H 1.6245 2.7125 0.1535  0.362
14 H 2.5150 1.2276 -1.3177  0.397
15 H 3.5999 2.5345 -1.6535  0.560
16 H 1.6548 1.2640 -3.4373  0.178
17 H 1.3827 2.9789 -3.3343  0.398
18 H 4.1347 1.9146 -3.9941  0.288
19 H 2.9060 2.3375 -5.1717  -0.087
20 H 3.9291 4.2638 -3.0456  0.404
21 H 2.7724 4.6006 -4.2886  0.300
22 H 4.6103 4.1973 -6.0096  0.416
23 H 5.6906 3.7844 -4.6926  0.346
24 H 4.0383 6.8626 -3.2872  0.005
25 H 4.0160 7.1568 -5.8918  -0.046
26 H 6.6705 6.6982 -5.8387  -0.023
27 H 6.4067 6.0968 -3.2751  -0.025
28 H 5.6849 8.4025 -4.2683  0.026
29 C -1.7757 2.7433 0.8163  -0.805
30 O -2.5298 1.5846 1.1413  -0.302
31 C -3.8222 1.5667 0.5603  -0.231
32 C -3.8662 0.7950 -0.7447  -0.592
33 O -3.0581 1.3693 -1.7558  -0.408
34 C -1.7636 0.7950 -1.8589  -0.606
35 H -0.7250 2.5075 0.9739  0.173
36 H -1.9131 3.0418 -0.2235  0.378
37 H -2.0558 3.5770 1.4694  0.352
38 H -4.1915 2.5872 0.4140  0.373
39 H -4.4857 1.0683 1.2747  0.210
40 H -4.8959 0.8079 -1.1151  0.396
41 H -3.5822 -0.2501 -0.5780  0.273
42 H -1.8052 -0.1319 -2.4419  0.346
43 H -1.3313 0.5825 -0.8799  0.301
44 H -1.1235 1.5077 -2.3769  0.154
45 C -5.4857 0.0179 3.8461  -0.679
46 O -5.1409 -0.9447 2.8632  -0.391
47 C -3.7734 -1.3260 2.9010  -0.274
48 C -3.5389 -2.5988 3.6897  -0.696
49 O -3.8916 -2.4784 5.0609  -0.188
50 C -5.2016 -2.9397 5.3468  -0.946
51 H -6.5666 -0.0159 3.9772  0.221
52 H -5.0073 -0.1877 4.8050  0.276
53 H -5.1998 1.0219 3.5140  0.325
54 H -3.1627 -0.5077 3.2934  0.360
55 H -3.4623 -1.5032 1.8676  0.247
56 H -2.4697 -2.8289 3.6543  0.378
57 H -4.0785 -3.4360 3.2345  0.365
58 H -5.2058 -4.0305 5.4594  0.313
59 H -5.9116 -2.6597 4.5679  0.474
60 H -5.5154 -2.4884 6.2877  0.254
61 C -1.1759 -4.3508 9.5590  -0.742
62 O -2.4235 -4.2921 8.8917  -0.405
63 C -2.3254 -3.8701 7.5366  -0.204
64 C -2.2767 -5.0323 6.5654  -0.132
65 O -1.1415 -5.8666 6.7455  -0.421
66 C -1.3925 -7.0015 7.5537  -0.742
67 H -1.2942 -4.9965 10.4287  0.252
68 H -0.3896 -4.7593 8.9218  0.331
69 H -0.8777 -3.3525 9.8984  0.320
70 H -1.4542 -3.2213 7.4027  0.268
71 H -3.2132 -3.2803 7.3183  0.166
72 H -2.2167 -4.6263 5.5532  0.073
73 H -3.1947 -5.6264 6.6371  0.284
74 H -1.8635 -7.7947 6.9617  0.319
75 H -2.0332 -6.7642 8.4047  0.334
76 H -0.4342 -7.3628 7.9249  0.262
77 C 2.8132 -0.1660 -7.0657  -0.705
78 O 3.8093 -0.6149 -6.1630  -0.390
79 C 3.2899 -1.1678 -4.9681  -0.131
80 C 3.1950 -2.6808 -5.0098  -0.761
81 O 2.3070 -3.1613 -6.0079  -0.388
82 C 2.9518 -3.5036 -7.2209  -0.714
83 H 3.2698 -0.0966 -8.0523  0.237
84 H 1.9665 -0.8538 -7.1157  0.329
85 H 2.4539 0.8253 -6.7732  0.282
86 H 2.3150 -0.7282 -4.7343  0.219
87 H 3.9777 -0.8941 -4.1624  0.401
88 H 2.8064 -3.0264 -4.0471  0.392
89 H 4.1892 -3.1191 -5.1481  0.364
90 H 3.3924 -4.5051 -7.1495  0.314
91 H 3.7326 -2.7885 -7.4845  0.312
92 H 2.1981 -3.5064 -8.0074  0.245

## Properties
Energy relative to the best compared isomer or geometry (same formula, charge and spin) ... 0.305 eV
E_HOMO ... -0.1629 Eh
Multiplicity ... 1
Charge ... -1
Orbital gap ... 0.2287 hartree
Energy ... -1570.7778 Eh
Strongest force on any atom ... 0.0378 hartree/bohr